Here is C26H21NO7PSV as an isolated structure from OMol25. Energies are from ωB97M-V/def2-TZVPD.

Output
Gap between HOMO and LUMO (alpha / beta), Ha: 0.2197 / 0.2244
Multiplicity: 2
HOMO energy (alpha / beta), eV: -3.64 / -3.87
<S²>: 0.80
Net charge: -1

Positions of all 58 atoms, in Å:
V 0.31 0.08 -0.10
O 2.29 0.94 -1.90
N 0.92 1.16 -1.63
C 0.40 1.78 -2.66
C -0.98 2.20 -2.79
C -1.31 2.78 -4.04
C -2.55 3.29 -4.29
C -3.53 3.27 -3.30
C -3.23 2.71 -2.08
C -1.98 2.14 -1.81
P -1.58 1.51 -0.16
C -3.11 0.78 0.49
C -4.05 0.22 -0.38
C -5.15 -0.46 0.13
C -5.32 -0.60 1.50
C -4.37 -0.06 2.36
C -3.27 0.62 1.86
C -1.42 3.09 0.74
C -0.19 3.73 0.69
C -0.03 4.98 1.26
C -1.10 5.60 1.89
C -2.32 4.97 1.95
C -2.49 3.71 1.38
H 2.46 0.04 -1.53
H 1.06 1.95 -3.50
H -0.54 2.81 -4.80
H -2.76 3.73 -5.26
H -4.50 3.70 -3.47
H -3.98 2.70 -1.30
H -3.92 0.31 -1.45
H -5.88 -0.88 -0.55
H -6.17 -1.13 1.89
H -4.48 -0.18 3.43
H -2.52 1.01 2.53
H 0.65 3.24 0.20
H 0.94 5.47 1.21
H -0.96 6.58 2.35
H -3.16 5.44 2.45
H -3.46 3.23 1.43
O -0.50 -1.36 1.27
S 0.37 -0.56 2.19
O 0.38 -0.95 3.57
O 1.70 -0.53 1.48
O -0.11 0.86 1.89
O 1.77 -3.29 -1.99
C 0.86 -2.50 -1.79
O 1.02 -1.36 -1.23
C -0.50 -2.75 -2.38
C -1.68 -2.30 -1.79
C -2.90 -2.58 -2.38
C -2.96 -3.30 -3.57
C -1.79 -3.74 -4.16
C -0.57 -3.48 -3.56
H -1.65 -1.78 -0.84
H -3.81 -2.26 -1.89
H -3.92 -3.51 -4.03
H -1.83 -4.30 -5.09
H 0.35 -3.85 -3.99